(1)
{
  "formula": "C41H51Cl4N2OPbS2",
  "method": "wB97M-V/def2-TZVPD",
  "homo_energy_ev": [-10.9, -10.3],
  "energy_ev": -125374.3920,
  "mol_weight_da": 1001.02,
  "total_charge": 1,
  "de_lowest_kcal_mol": 61.4,
  "symbols": ["Pb", "Cl", "C", "C", "C", "C", "C", "Cl", "C", "S", "H", "H", "H", "C", "C", "C", "C", "C", "C", "C", "C", "C", "C", "C", "C", "N", "C", "C", "N", "C", "C", "C", "C", "C", "C", "C", "C", "C", "C", "C", "C", "H", "H", "H", "H", "H", "H", "H", "H", "H", "H", "H", "H", "H", "H", "H", "H", "H", "H", "H", "H", "H", "H", "H", "H", "H", "H", "H", "H", "H", "H", "H", "H", "H", "H", "H", "H", "Cl", "C", "Cl", "H", "H", "C", "C", "C", "C", "C", "C", "C", "S", "C", "O", "H", "H", "H", "H", "H", "H", "H", "H", "H", "H"],
  "coordinates": [[0.80724, 0.25568, -0.97208], [3.28058, 1.24571, -2.54487], [3.92910, 2.49797, -1.54254], [5.29322, 2.67565, -1.57048], [5.87253, 3.66315, -0.78096], [5.09478, 4.47118, 0.03486], [3.72685, 4.29934, 0.06154], [2.80581, 5.33085, 1.07713], [3.08063, 3.29710, -0.72461], [1.39661, 3.11170, -0.64369], [5.90132, 2.04932, -2.20688], [6.94458, 3.80270, -0.80401], [5.54567, 5.23485, 0.65146], [3.75801, 0.03242, 1.11755], [2.71635, 0.65280, 2.05654], [3.35288, 1.75676, 2.90653], [2.05393, -0.41429, 2.91370], [2.87892, -1.10134, 3.79516], [2.36894, -2.05678, 4.64554], [1.00386, -2.28867, 4.66536], [0.12780, -1.62513, 3.81880], [-1.35732, -1.92616, 3.97126], [-1.83103, -2.86164, 2.85340], [-1.75229, -2.51067, 5.32857], [0.67140, -0.71363, 2.87062], [-0.04462, 0.00914, 1.87878], [-1.29995, 0.05587, 1.68309], [-1.89772, 1.00912, 0.72489], [-1.34606, 1.51433, -0.30524], [-1.95581, 2.69241, -0.84954], [-2.17496, 2.78820, -2.22954], [-2.71710, 3.96107, -2.73786], [-3.04355, 5.01846, -1.90947], [-2.78313, 4.92496, -0.55516], [-2.21870, 3.78462, 0.00572], [-1.82415, 3.85923, 1.47708], [-0.93608, 5.07763, 1.75121], [-3.05108, 3.87722, 2.39274], [-1.88293, 1.65609, -3.18949], [-0.82862, 2.06850, -4.22066], [-3.15585, 1.16497, -3.88166], [4.24748, 0.80566, 0.51907], [3.31332, -0.70700, 0.44918], [4.53404, -0.48311, 1.68532], [1.93941, 1.14278, 1.47086], [4.04140, 1.35406, 3.64989], [2.59141, 2.33406, 3.43182], [3.91623, 2.44049, 2.26707], [3.93830, -0.88002, 3.81856], [3.02236, -2.59938, 5.31592], [0.61016, -2.99548, 5.38002], [-1.89405, -0.97762, 3.92115], [-1.52315, -3.87956, 3.09754], [-1.39196, -2.61204, 1.88814], [-2.91888, -2.85835, 2.76276], [-1.42826, -3.54577, 5.44287], [-2.83971, -2.50468, 5.41111], [-1.34951, -1.92536, 6.15500], [-2.04916, -0.46283, 2.26851], [-2.91571, 1.30866, 0.98502], [-2.89024, 4.04119, -3.80316], [-3.48184, 5.91890, -2.31837], [-3.00816, 5.76741, 0.08550], [-1.21582, 2.98918, 1.73325], [-1.48982, 6.01165, 1.65506], [-0.09197, 5.10742, 1.06112], [-0.54607, 5.03020, 2.76926], [-3.62027, 4.79649, 2.24550], [-2.74955, 3.83505, 3.44030], [-3.72872, 3.04487, 2.19625], [-1.49726, 0.80568, -2.62263], [-1.24139, 2.78920, -4.92887], [-0.48887, 1.19638, -4.77626], [0.04036, 2.52728, -3.74185], [-3.62516, 1.96748, -4.45189], [-3.88305, 0.79513, -3.15715], [-2.91479, 0.35597, -4.57285], [0.60933, -0.90729, -3.32270], [-2.91206, -1.81078, -2.66759], [-2.77566, -1.86851, -0.97682], [-2.05737, -1.46837, -3.22977], [-3.82772, -2.16384, -3.10940], [3.46864, -7.56393, 2.66768], [2.95791, -6.45327, 1.79361], [3.72783, -5.94962, 0.75199], [3.23156, -4.95855, -0.08518], [1.95232, -4.46779, 0.12207], [1.17534, -4.93911, 1.17115], [1.68171, -5.92228, 1.99864], [1.33659, -3.28043, -1.04798], [0.04264, -4.26984, -1.78790], [0.61839, -2.21809, -0.23620], [4.55046, -7.66036, 2.59567], [3.02865, -8.51519, 2.36238], [3.20288, -7.40071, 3.71169], [4.72730, -6.33383, 0.59170], [3.83774, -4.56774, -0.89347], [0.19470, -4.52132, 1.35088], [1.07818, -6.29356, 2.81866], [-0.70599, -4.48653, -1.02724], [0.49644, -5.18550, -2.16430], [-0.38168, -3.69106, -2.60527]]
}

(2)
{
  "formula": "C41H51CsFN3O8P3SSe2",
  "method": "wB97M-V/def2-TZVPD",
  "homo_energy_ev": -1.9,
  "energy_ev": -236860.9090,
  "mol_weight_da": 1148.68,
  "total_charge": -1,
  "de_lowest_kcal_mol": 7.4,
  "symbols": ["Cs", "C", "Se", "C", "C", "Se", "C", "H", "H", "H", "H", "H", "H", "H", "H", "H", "H", "C", "C", "C", "C", "C", "O", "C", "N", "C", "C", "C", "C", "C", "C", "P", "C", "C", "C", "C", "C", "C", "C", "C", "C", "C", "C", "C", "H", "H", "H", "H", "H", "H", "H", "H", "H", "H", "H", "H", "H", "H", "H", "H", "H", "H", "H", "H", "H", "H", "H", "H", "C", "C", "O", "P", "O", "O", "O", "P", "O", "O", "O", "H", "H", "H", "H", "H", "H", "H", "S", "C", "N", "C", "C", "C", "N", "H", "H", "H", "H", "F", "C", "C", "C", "C", "C", "C", "C", "H", "H", "H", "H", "H", "H"],
  "coordinates": [[0.36889, 0.97590, -0.07905], [5.16614, -1.16418, 0.74998], [3.30312, -0.61786, 0.77238], [2.86953, -1.18428, 2.61779], [2.81987, 0.00372, 3.57012], [1.66500, 1.44694, 2.89706], [3.05819, 2.62253, 2.20223], [5.25537, -2.24796, 0.80752], [5.71074, -0.69565, 1.56971], [5.55339, -0.80138, -0.20184], [3.57886, -1.94412, 2.95567], [1.88170, -1.64994, 2.57558], [3.80708, 0.43867, 3.73797], [2.40855, -0.28850, 4.54006], [3.59084, 3.08140, 3.03378], [2.58681, 3.40363, 1.60715], [3.72684, 2.04327, 1.56708], [-1.77361, -0.09323, -3.97137], [-0.26924, 0.00238, -4.18747], [0.27686, 1.34671, -3.72104], [0.51641, -1.14719, -3.52064], [1.03949, -2.22730, -4.48747], [0.65643, -3.47410, -3.88519], [-0.08009, -3.14942, -2.78830], [-0.25819, -1.92200, -2.53129], [-0.52999, -4.29784, -1.98339], [-0.52506, -5.55132, -2.59296], [-0.87550, -6.68697, -1.88588], [-1.21306, -6.57531, -0.54755], [-1.21126, -5.33267, 0.06385], [-0.88473, -4.17087, -0.63316], [-0.95799, -2.51399, 0.17713], [-0.88930, -3.02181, 1.93763], [-1.81327, -2.60638, 2.89013], [-1.61821, -2.88853, 4.23466], [-0.50703, -3.60525, 4.64510], [0.42545, -4.02224, 3.70323], [0.24266, -3.71941, 2.36713], [-2.75427, -2.16390, 0.00750], [-3.74257, -3.10155, 0.30420], [-5.08244, -2.76217, 0.24325], [-5.45879, -1.47624, -0.12191], [-4.48694, -0.54064, -0.43405], [-3.14342, -0.88450, -0.37164], [-2.28587, 0.60773, -4.63176], [-2.03368, 0.16223, -2.94575], [-2.15449, -1.09489, -4.17309], [-0.08491, -0.07509, -5.26815], [0.18090, 1.45997, -2.64270], [-0.27207, 2.16845, -4.18435], [1.33591, 1.45102, -3.95833], [1.35848, -0.70165, -2.98521], [2.12512, -2.22330, -4.58512], [0.58095, -2.17126, -5.47972], [-0.23151, -5.62070, -3.62947], [-0.87305, -7.65249, -2.37404], [-1.47580, -7.45427, 0.02746], [-1.46165, -5.26756, 1.11379], [-2.68798, -2.04392, 2.59066], [-2.33825, -2.53565, 4.96078], [-0.35775, -3.82740, 5.69345], [1.30882, -4.56562, 4.01377], [0.99529, -4.01798, 1.64450], [-3.46409, -4.10596, 0.59334], [-5.83638, -3.50241, 0.48262], [-6.50708, -1.21115, -0.16893], [-4.76210, 0.46193, -0.73661], [-2.41735, -0.13093, -0.64585], [-2.15284, 5.77802, 0.26867], [-1.44003, 4.62759, -0.41191], [-1.28173, 4.91959, -1.81228], [-2.44468, 3.11047, -0.48348], [-3.69760, 3.53639, -1.37541], [-3.18908, 2.81557, 0.88955], [-1.68188, 1.94802, -0.97098], [0.24245, 4.30944, 0.31343], [-0.20751, 3.43324, 1.63977], [0.86561, 5.57473, 0.75895], [0.87270, 3.37242, -0.66085], [-3.07605, 6.02893, -0.25604], [-1.48781, 6.64043, 0.27952], [-2.39610, 5.51463, 1.29923], [-0.44551, 4.49053, -2.07267], [-3.36321, 3.98128, -2.17011], [-2.66977, 2.14934, 1.41945], [-0.02497, 4.00256, 2.39861], [-2.20960, 0.94357, 3.26716], [-2.99973, 2.05714, 4.20607], [-4.14857, 2.69515, 3.76386], [-4.82328, 3.61810, 4.49376], [-4.38839, 3.92720, 5.74446], [-3.22380, 3.24287, 6.17005], [-2.56901, 2.36355, 5.45806], [-4.43744, 2.51440, 2.81070], [-5.68833, 4.06056, 4.02125], [-4.89265, 4.64901, 6.36371], [-2.81550, 3.45181, 7.15326], [8.37067, 1.40503, -4.78087], [7.20396, 1.27230, -4.05506], [6.41954, 0.14214, -4.21378], [5.25750, 0.01117, -3.48419], [4.81447, 0.99640, -2.55103], [3.67809, 0.82273, -1.76571], [5.66192, 2.14100, -2.44736], [6.82261, 2.27428, -3.17574], [6.72510, -0.62849, -4.91095], [4.65639, -0.88374, -3.61583], [3.00642, 0.01194, -2.02470], [3.26866, 1.63976, -1.18487], [5.37384, 2.93577, -1.76871], [7.44048, 3.15766, -3.07198]]
}